[1]
Here is a single C7H11NO molecule from the Open Molecules 2025 dataset. Energies are from ωB97M-V/def2-TZVPD.

CARTESIAN COORDINATES (ANGSTROEM)
C -0.6351 0.1823 -1.6290
O -0.1445 1.4617 -1.3165
C 0.7803 1.5700 -0.2087
C 0.2857 0.7859 1.0095
C -1.2172 0.4002 0.7570
C -1.0543 -0.6319 -0.3633
C 0.0900 -1.5183 0.1829
N 1.4285 -1.1239 -0.2298
C 0.9131 -0.6267 1.0516
H -1.4947 0.3375 -2.2653
H 0.0433 -0.4548 -2.2338
H 0.7808 2.6388 0.0218
H 1.7667 1.2538 -0.4989
H 0.4715 1.3482 1.9237
H -1.6032 -0.1363 1.6502
H -1.8753 1.2395 0.5196
H -1.9400 -1.2329 -0.5793
H -0.0941 -2.5863 0.3774
H 2.1375 -1.8753 -0.1285
H 1.3611 -1.0313 1.9595

Values from the calculation:
Charge: 0
SMILES: C1OC[C@H]2C[C@@H]1[C@H]1N[C@@H]21
Calculated total energy, a.u.: -403.2594
M, g mol⁻¹: 125.2

***

[2]
Here is a single C7H11NO2 molecule from the Open Molecules 2025 dataset. Energies are from ωB97M-V/def2-TZVPD.

CARTESIAN COORDINATES (ANGSTROEM)
C -1.8728 0.9995 -0.4590
C -0.4517 1.5078 0.0049
O -0.4035 2.5278 0.6626
C 0.7437 0.6275 -0.3103
O 1.8631 1.3123 -0.0027
C 0.7445 -0.2663 -1.5543
C 0.4627 -1.7453 -1.0636
N 0.4010 -1.6795 0.4321
C 0.5568 -0.5518 0.9494
C 0.7845 -0.1080 2.3452
H -2.2307 0.2860 0.2991
H -1.9521 0.4710 -1.3905
H -2.4670 1.8464 -0.4829
H 1.6622 2.2327 0.2600
H 1.6700 -0.0999 -1.9671
H 0.0408 0.0192 -2.3233
H -0.5392 -2.1906 -1.2793
H 1.4486 -2.2818 -1.3529
H 1.4404 0.7621 2.2816
H 1.5022 -0.8281 2.7051
H -0.0695 0.0480 2.9161

Values from the calculation:
Charge: 0
SMILES: CC(=O)[C@]1(O)CCN=C1C
Calculated total energy, a.u.: -478.5078
M, g mol⁻¹: 141.2

***

[3]
Here is a single C7H11NO2 molecule from the Open Molecules 2025 dataset. Energies are from ωB97M-V/def2-TZVPD.

CARTESIAN COORDINATES (ANGSTROEM)
C 1.4771 -1.4931 1.2768
C 0.4257 -1.0708 0.3939
C 2.4349 0.2214 2.6348
C 0.2908 -2.0913 -0.8167
C -0.5466 1.0930 -1.6932
C -1.7664 1.8251 0.2879
C -1.1884 0.5604 -0.3749
N -0.1673 0.0255 0.4512
O 2.9044 0.9178 3.4614
O 1.8800 -0.7478 2.2130
H 2.0018 -2.3518 0.8794
H 0.5752 -3.0881 -0.5371
H 1.1993 -1.7925 -1.3951
H -0.7143 -2.1671 -1.4031
H 0.1119 0.3350 -2.1896
H -1.2958 1.4806 -2.3463
H 0.1571 1.8788 -1.4129
H -2.2557 2.4250 -0.4726
H -1.0632 2.5850 0.5851
H -2.5354 1.6161 1.0132
H -1.9249 -0.1611 -0.5551

Values from the calculation:
Charge: 0
Calculated total energy, a.u.: -478.3561
M, g mol⁻¹: 141.2

***

[4]
Here is 2 unconnected molecules or ions with the total composition C7H11NO2S from the Open Molecules 2025 dataset. Energies are from ωB97M-V/def2-TZVPD.

CARTESIAN COORDINATES (ANGSTROEM)
C -2.4215 0.1133 2.0266
C -2.6127 -1.1610 1.8987
C -1.3593 0.6128 1.0345
C 0.7114 -0.4331 -2.1671
C 1.3761 1.7742 -1.1948
C 2.1421 -0.3455 -0.1652
C 1.3354 0.4625 -1.1423
N -0.9219 -0.3202 0.2859
O -1.0086 1.8388 0.9521
O -0.5726 -2.5991 1.2572
S -1.6302 -1.8277 0.5670
H -2.7277 0.8700 2.7211
H -3.1243 -1.7730 2.6612
H 0.0606 -1.0392 -1.5344
H 0.3686 -0.0278 -3.0266
H 1.4611 -1.2357 -2.3342
H 0.8231 2.2797 -2.0028
H 1.7477 2.3439 -0.4569
H -0.6205 2.0603 0.1649
H 1.6920 -1.3431 0.0276
H 3.1927 -0.2293 -0.4564
H 2.0885 -0.0206 0.8838

Values from the calculation:
Charge: 0
Calculated total energy, a.u.: -876.6266
M, g mol⁻¹: 173.2

***

Relative energy (zero: lowest compared OMol25 entry of this formula, charge and spin) for the records above, in order: 46.8 55.9 151.1 62.1 kcal per mole